Entry 1:
77
Properties=species:S:1:pos:R:3:forces:R:3:mulliken_charge:R:1 method="wB97M-V/def2-TZVPD" homo_lumo_gap_ev="4.02 / 4.25" homo_energy_ev="-2.6504 / -2.8767" charge=-1
Ti 1.26153 0.05684 0.38530 1.689 4.499 0.881 -0.67
C 3.98786 -1.83069 2.86769 -0.170 0.022 0.018 -1.53
C 2.77165 -1.74420 1.99703 0.035 -0.294 -0.026 1.05
O 2.61480 -0.63480 1.34401 2.548 -2.040 1.591 -0.22
C 1.89197 -2.79351 1.86978 0.040 0.061 0.154 -1.40
C 0.78842 -2.79732 0.98249 -0.216 0.001 -0.747 1.40
C -0.16807 -3.95409 0.95761 0.176 0.007 -0.008 -1.57
N 0.58961 -1.79516 0.14335 -0.129 -0.966 0.761 1.19
N -0.41333 -1.90832 -0.79050 -0.941 -0.102 -1.066 -1.26
C -0.59465 -0.75762 -1.37900 0.892 -0.995 1.473 0.55
O 0.09385 0.28573 -0.97135 -2.960 -0.510 -3.473 -0.13
C -1.50357 -0.64019 -2.51114 -0.778 0.163 -0.696 0.67
C -2.35187 -1.69573 -2.87127 0.276 0.139 0.299 -0.26
C -3.18477 -1.58479 -3.96624 -0.187 0.005 -0.221 -0.75
C -3.19916 -0.42259 -4.73214 0.128 0.043 0.174 -0.41
C -2.38093 0.63901 -4.36644 -0.213 -0.026 -0.271 -1.28
C -1.54644 0.53638 -3.26785 0.305 -0.150 0.349 0.05
H 4.03352 -0.95980 3.52353 -0.014 0.014 -0.017 0.29
H 4.87916 -1.83200 2.23427 -0.010 0.038 -0.020 0.26
H 3.97297 -2.73635 3.46980 0.035 -0.007 0.020 0.41
H 2.03871 -3.66837 2.48543 0.012 -0.001 0.011 0.23
H 0.16163 -4.74865 1.62315 0.006 0.005 0.014 0.44
H -0.26702 -4.32901 -0.06064 -0.037 -0.043 0.027 0.31
H -1.15315 -3.60336 1.27076 -0.007 -0.025 -0.006 0.27
H -2.32942 -2.58792 -2.26049 -0.008 -0.055 -0.055 0.51
H -3.83327 -2.40804 -4.24057 0.027 -0.035 0.036 0.41
H -3.83179 -0.34883 -5.60729 -0.039 0.004 0.020 0.41
H -2.38903 1.54659 -4.95810 0.039 0.018 0.032 0.43
H -0.89695 1.35801 -2.98802 0.030 -0.017 0.017 0.48
S 0.05614 0.27820 2.43214 -0.589 0.334 0.383 -0.59
C -0.16943 1.77398 3.35061 0.018 -0.171 0.086 0.52
S -0.31607 3.30038 2.63998 0.006 0.177 -0.013 -0.42
C -0.33424 1.59345 4.73133 0.080 -0.181 -0.345 0.65
C -0.71275 2.64685 5.59437 -0.159 0.361 0.154 -0.17
N -1.05829 3.46974 6.32843 0.025 -0.033 -0.013 -0.65
C -0.18062 0.32772 5.35041 0.045 -0.314 0.225 0.12
N -0.06830 -0.67769 5.90914 -0.016 0.043 -0.020 -0.67
C -4.29970 2.23796 1.99324 0.104 -0.326 0.412 -0.75
C -3.30013 1.06245 1.88070 0.063 -0.052 -0.010 0.91
N -2.93557 0.85057 0.48753 -0.025 -0.126 -0.148 0.09
C -4.14066 0.73976 -0.31628 0.143 0.114 0.140 -0.04
C -4.83921 2.12224 -0.38804 -0.150 -0.331 -0.300 -0.79
N -4.24870 2.97074 0.69076 -0.146 0.170 -0.033 0.11
C -2.82431 3.29475 0.35432 0.622 0.034 -0.222 -0.83
C -2.12279 1.96969 0.00627 0.312 -0.011 0.315 1.03
H -4.01726 2.91806 2.79618 0.020 0.106 -0.105 0.49
H -5.32559 1.89926 2.14859 -0.029 0.106 -0.097 0.22
H -3.73228 0.14904 2.29090 -0.045 0.036 -0.004 0.60
H -2.39444 1.28091 2.43534 0.070 0.031 0.056 -1.19
H -4.79595 -0.00334 0.14250 -0.014 0.021 -0.033 0.44
H -3.87972 0.39650 -1.31656 -0.043 0.027 -0.078 -0.18
H -5.91652 2.04832 -0.23639 0.018 0.115 0.075 0.33
H -4.64492 2.61180 -1.34191 0.002 0.115 0.074 0.39
H -4.77284 3.83680 0.76975 -0.013 -0.015 0.022 0.29
H -2.33820 3.73722 1.22722 -0.166 -0.003 0.104 0.07
H -2.80664 4.00436 -0.47342 -0.181 0.004 0.006 0.34
H -1.12351 1.95991 0.48241 -0.543 0.024 -0.169 -0.83
H -1.98553 1.86124 -1.06451 -0.001 -0.002 -0.084 -0.20
C 2.12996 0.05454 -2.99549 0.180 0.038 -0.098 -1.26
N 2.97633 0.09169 -1.83505 0.255 -0.493 -0.210 0.75
C 2.89882 1.00489 -0.75857 -1.158 0.266 1.038 -0.74
Se 1.87548 2.56660 -0.62248 0.075 0.337 0.257 -0.27
N 4.16246 0.94370 -0.13572 0.730 -0.110 -0.720 0.07
C 4.85739 -0.14586 -0.60408 0.006 0.084 0.104 0.22
C 6.05838 -0.71318 -0.22262 -0.185 0.029 -0.040 -0.99
C 6.50929 -1.82862 -0.94045 0.035 -0.092 -0.030 -0.48
C 5.77813 -2.35145 -1.99037 0.134 -0.124 -0.006 -0.75
C 4.56108 -1.78060 -2.38484 -0.105 0.250 0.094 -0.71
C 4.11818 -0.67336 -1.68724 0.147 -0.182 -0.071 1.00
H 1.45077 0.90192 -2.95528 0.041 0.031 0.041 0.19
H 1.54583 -0.86974 -3.03982 0.001 -0.003 -0.026 0.41
H 2.74679 0.12915 -3.89727 -0.029 -0.035 -0.039 0.46
H 4.32288 1.40769 0.73762 -0.091 -0.051 0.087 0.35
H 6.62660 -0.31366 0.60720 0.015 0.030 -0.001 0.45
H 7.44625 -2.29328 -0.65954 -0.004 -0.013 0.007 0.37
H 6.14153 -3.22848 -2.51113 0.023 0.010 -0.007 0.37
H 3.97958 -2.20401 -3.19303 -0.009 0.021 -0.025 0.41


Entry 2:
75
Properties=species:S:1:pos:R:3:forces:R:3:mulliken_charge:R:1 method="wB97M-V/def2-TZVPD" homo_lumo_gap_ev=6.54 homo_energy_ev=-10.2657 charge=+1 relative_energy_kj_mol=4.6
Pd 0.31107 2.28655 -0.42170 0.134 0.117 -0.448 0.23
C 4.90375 4.80765 -1.43013 -0.029 -0.013 0.153 -0.88
S 3.83617 5.41566 -0.10441 -0.033 0.096 -0.129 -0.01
C 2.39793 4.45231 -0.31714 -0.076 -0.055 0.010 0.53
S 2.49569 2.84168 -0.95592 -0.154 -0.068 0.163 -0.37
N 1.30410 5.03061 0.09009 0.073 -0.140 0.177 -1.20
N 0.21588 4.20300 -0.00332 0.155 -0.080 -0.262 0.73
C -0.94547 4.70026 0.19467 -0.319 0.117 0.043 -0.67
C -2.11631 3.86874 -0.09402 0.229 0.226 0.019 0.95
C -3.40482 4.34865 0.04666 -0.141 0.106 0.028 -0.90
C -4.46251 3.56501 -0.39071 -0.013 0.076 0.035 -0.25
C -4.19338 2.33911 -0.97123 0.006 -0.045 -0.017 -0.94
C -2.87380 1.92053 -1.05980 0.001 -0.039 0.109 -0.31
N -1.86001 2.64954 -0.60637 -0.032 -0.072 -0.095 -0.07
H 5.88890 5.21928 -1.22187 0.001 0.014 -0.014 0.34
H 4.54766 5.17233 -2.38924 0.013 -0.034 -0.033 0.32
H 4.95998 3.72353 -1.42270 0.061 -0.021 0.009 0.32
H -1.02930 5.74168 0.48807 -0.046 -0.040 -0.001 0.41
H -3.56599 5.33057 0.47203 -0.031 -0.031 -0.014 0.42
H -5.48040 3.91949 -0.30125 0.008 0.001 0.014 0.44
H -4.98773 1.71434 -1.35450 0.028 -0.003 -0.015 0.41
H -2.61561 0.97413 -1.51847 -0.008 -0.033 0.037 0.66
C 0.57155 3.00747 3.63299 0.023 0.030 0.002 -1.30
As 0.22990 1.66101 2.27054 0.110 -0.136 0.170 1.04
C -0.94268 0.48855 3.29854 -0.018 0.048 0.055 -1.34
C 1.95281 0.68841 2.34639 -0.061 -0.086 0.166 -1.17
C 2.08017 -0.25137 3.50656 0.054 0.003 -0.062 0.04
C 1.60847 -1.56012 3.40502 0.026 0.023 -0.007 0.02
C 1.70094 -2.43629 4.47500 -0.011 0.015 0.004 -0.81
C 2.26590 -2.01372 5.67179 -0.009 0.004 -0.009 -0.41
C 2.74021 -0.71537 5.78495 -0.024 0.015 -0.008 -0.76
C 2.64966 0.15857 4.70883 -0.013 0.005 0.026 -0.24
H 0.99931 2.53622 4.51731 -0.016 0.009 0.023 0.43
H -0.35848 3.50343 3.90704 -0.010 0.002 -0.007 0.41
H 1.26601 3.75011 3.24069 -0.002 0.003 0.008 0.35
H -0.51338 0.30323 4.28226 -0.020 -0.040 0.004 0.44
H -1.08425 -0.46705 2.79560 0.005 -0.010 -0.005 0.24
H -1.90677 0.98481 3.40730 -0.019 -0.022 0.001 0.47
H 2.71345 1.46951 2.37401 0.033 0.003 -0.045 0.64
H 2.06113 0.15863 1.40042 -0.002 -0.016 -0.036 0.40
H 1.16869 -1.89380 2.46932 0.019 -0.023 0.009 0.45
H 1.33554 -3.45068 4.37606 -0.001 0.016 -0.002 0.43
H 2.34134 -2.69565 6.50854 0.000 0.007 -0.012 0.40
H 3.18855 -0.38171 6.71206 0.004 -0.003 -0.016 0.40
H 3.04163 1.16574 4.79927 0.008 -0.018 0.000 0.44
C -1.21258 -3.23566 -6.58600 -0.002 -0.010 0.072 -1.40
C -1.30600 -3.62619 -5.13424 0.005 -0.020 -0.044 0.76
C -0.70496 -4.78544 -4.65470 0.004 -0.010 -0.004 -0.78
C -0.77394 -5.13355 -3.31400 0.065 0.017 -0.032 -0.51
C -1.46193 -4.32779 -2.41673 -0.074 0.042 0.073 0.03
N -1.50850 -4.73795 -1.05768 0.104 -0.060 -0.076 -0.01
C -1.75482 -4.03405 0.08755 0.075 -0.016 0.020 0.21
O -2.16510 -4.55776 1.09824 -0.042 0.012 -0.038 -0.65
N -1.52367 -2.64934 0.07541 -0.059 0.093 -0.074 -0.03
C -0.49124 -1.92010 -0.50417 -0.019 -0.159 0.028 -0.69
C 0.58618 -2.47259 -1.19699 0.032 -0.088 0.044 -0.17
C 1.53247 -1.62915 -1.74367 0.004 -0.017 0.002 -1.11
C 1.42315 -0.26083 -1.57592 -0.079 -0.060 -0.017 -0.52
N 0.41646 0.26639 -0.87214 0.169 0.157 -0.032 0.52
C -0.51280 -0.54107 -0.35451 -0.015 0.112 0.018 -0.15
C -2.10013 -3.18436 -2.88400 -0.083 -0.018 -0.029 0.07
C -2.00882 -2.84146 -4.22454 0.000 0.023 0.050 -0.78
H -0.83075 -4.05651 -7.19071 -0.004 0.002 0.001 0.35
H -0.54333 -2.38362 -6.71888 0.003 -0.001 0.002 0.29
H -2.18844 -2.94942 -6.97885 0.000 -0.005 0.001 0.36
H -0.17101 -5.43249 -5.34071 -0.010 0.011 0.016 0.34
H -0.29520 -6.04110 -2.96298 0.009 0.030 -0.007 0.42
H -1.54911 -5.73326 -0.89556 -0.072 0.007 0.008 0.27
H -1.99999 -2.21487 0.85200 0.089 -0.007 0.058 0.22
H 0.69168 -3.54397 -1.28677 -0.015 0.033 -0.033 0.68
H 2.37265 -2.03179 -2.29145 -0.007 0.003 0.002 0.50
H 2.14821 0.42008 -1.99334 -0.003 0.025 -0.013 0.39
H -1.29107 -0.06602 0.23104 -0.021 0.021 -0.025 0.78
H -2.69550 -2.58152 -2.21114 0.032 0.004 -0.006 0.51
H -2.51736 -1.94918 -4.57380 0.009 -0.027 0.002 0.38


Entry 3:
79
Properties=species:S:1:pos:R:3:forces:R:3:mulliken_charge:R:1 method="wB97M-V/def2-TZVPD" homo_lumo_gap_ev="6.30 / 6.32" homo_energy_ev="-2.6528 / -2.7470" charge=-2 spin_multiplicity=2 s_squared=0.761
Cu 0.49010 -0.33999 0.40224 -0.263 0.091 -0.248 0.32
C -3.82435 0.95644 -1.09603 0.158 0.037 0.036 -2.08
C -2.92759 0.85868 0.13495 -0.324 -0.465 -0.081 1.92
C -3.72354 1.26724 1.37510 -0.016 -0.124 -0.084 -1.73
O -1.81838 1.71248 -0.01216 0.334 0.246 0.481 0.00
C -2.51150 -0.64791 0.24768 0.228 -0.402 -0.148 0.26
O -3.44518 -1.41632 0.50364 -0.134 -0.094 0.080 -0.78
O -1.31249 -1.00444 0.00713 -0.625 0.377 0.051 -0.61
H -4.30888 1.93390 -1.15097 0.046 0.110 -0.024 0.34
H -4.58541 0.18232 -1.01304 -0.025 0.027 -0.064 0.48
H -3.24115 0.78958 -2.00279 0.014 0.008 -0.019 0.39
H -4.09275 2.28892 1.24924 0.046 0.026 0.030 0.33
H -3.08633 1.22174 2.25930 0.008 0.020 0.067 0.37
H -4.56053 0.58389 1.50851 0.001 0.005 0.059 0.42
H -1.28574 1.53815 0.80608 0.165 0.269 -0.588 0.21
C 1.86677 1.66243 3.31112 -0.044 0.033 -0.162 -1.45
C 1.08851 1.84200 2.02024 -0.835 -0.164 -0.113 0.80
O 0.01774 1.16931 1.89958 0.320 0.453 0.213 -1.02
N 1.62339 2.69116 1.18096 0.301 0.218 -0.019 -0.62
Te 0.95743 3.05091 -0.64058 0.370 0.817 1.027 0.75
C 2.74058 4.20963 -1.04953 0.181 0.236 -0.458 0.79
C 2.57785 5.31000 -1.90827 -0.140 -0.132 0.039 0.43
C 1.31190 5.56573 -2.68642 0.281 0.030 0.137 -2.08
C 3.61959 6.21368 -2.08523 0.016 0.015 0.111 -0.83
C 4.83866 6.05307 -1.44848 -0.009 0.027 -0.070 0.99
C 5.94263 7.06425 -1.61495 -0.079 -0.087 0.050 -1.66
C 5.01875 4.91522 -0.68010 -0.102 0.125 -0.007 -0.78
C 4.00458 3.98108 -0.48544 -0.131 -0.341 0.188 1.48
C 4.36464 2.75793 0.31932 0.057 -0.025 -0.096 -1.38
C -0.01264 4.90008 0.04676 -0.393 -0.050 0.008 -0.29
C -1.27143 5.18162 -0.50622 0.151 -0.116 -0.139 1.26
C -1.81652 4.47121 -1.72072 -0.026 0.082 0.156 -2.19
C -2.04810 6.22276 0.00088 0.027 0.060 -0.002 -0.94
C -1.61673 6.99882 1.05832 -0.010 0.096 -0.075 0.89
C -2.45971 8.11074 1.62386 0.030 -0.130 -0.004 -1.62
C -0.35529 6.74364 1.57633 -0.015 -0.069 -0.114 -0.90
C 0.46381 5.73383 1.08242 0.119 -0.041 -0.016 1.45
C 1.85708 5.67112 1.65259 0.023 -0.031 -0.049 -1.32
H 2.27325 0.64979 3.30378 0.000 -0.017 0.069 0.27
H 1.18467 1.75995 4.15515 0.003 -0.051 0.013 0.36
H 2.67308 2.38844 3.38496 0.046 -0.022 0.041 0.32
H 0.66035 4.70353 -2.64067 -0.233 -0.024 -0.266 -0.03
H 1.55890 5.74071 -3.73373 -0.023 -0.068 -0.020 0.60
H 0.78315 6.44017 -2.30077 -0.069 -0.062 0.036 0.41
H 3.46660 7.07027 -2.73529 -0.029 -0.026 -0.026 0.30
H 5.64294 7.84907 -2.30916 0.053 0.011 -0.023 0.35
H 6.84960 6.58836 -1.99122 0.025 0.044 -0.018 0.35
H 6.18410 7.53204 -0.65824 0.032 0.014 -0.002 0.31
H 5.98082 4.74783 -0.20492 -0.006 -0.103 -0.017 0.41
H 5.31388 2.35339 -0.03824 0.010 0.045 -0.030 0.58
H 3.60663 1.99040 0.24650 0.081 -0.103 0.065 -0.37
H 4.47943 3.01668 1.37411 -0.049 -0.048 0.015 0.32
H -1.37660 3.48876 -1.86158 -0.172 -0.084 -0.092 0.17
H -1.62606 5.07830 -2.61012 0.021 -0.047 -0.032 0.42
H -2.89500 4.35033 -1.62683 0.000 -0.115 -0.015 0.54
H -3.00626 6.42988 -0.46663 -0.032 -0.034 0.057 0.31
H -3.33570 8.29396 1.00223 -0.021 0.017 0.012 0.36
H -1.88358 9.03480 1.69538 -0.029 0.025 0.018 0.35
H -2.80039 7.85026 2.62807 -0.046 0.059 0.017 0.31
H 0.01566 7.36231 2.38776 0.039 0.000 0.000 0.36
H 1.88831 6.15563 2.63014 -0.019 0.013 -0.014 0.47
H 2.54701 6.19916 0.98919 0.039 0.016 -0.017 0.19
H 2.19917 4.64684 1.74492 0.078 -0.059 0.048 -0.11
Cl 3.89359 -4.32320 2.03332 -0.106 0.181 0.068 -0.15
C 2.28201 -3.97967 1.52161 0.270 -1.002 0.072 0.02
Cl 1.12157 -5.21163 1.85276 0.084 0.177 -0.125 -0.16
Cl 2.87271 -4.46331 -1.07280 -0.040 0.171 0.139 -0.64
C 1.84638 -2.67667 1.53074 -0.451 1.255 0.221 0.62
N 1.47155 -1.56729 1.54950 0.616 -1.336 0.061 -0.37
N 3.45640 -0.94584 -0.84194 0.296 -0.669 0.005 -0.26
C 2.85960 0.08892 -1.43980 -0.181 0.590 0.196 0.62
O 1.86756 0.65312 -0.84574 0.793 -0.308 -0.950 0.20
C 3.43345 0.57004 -2.66412 -0.531 -0.094 0.682 0.51
C 4.61125 0.02880 -3.19904 0.254 -0.025 -0.220 -0.21
N 5.58777 -0.39446 -3.65221 0.013 -0.029 0.062 -0.66
C 2.73990 1.57473 -3.33916 -0.346 0.334 -0.089 0.06
N 2.08434 2.40115 -3.81405 -0.002 0.206 -0.173 -0.71
H 2.93635 -1.40861 -0.11651 -0.101 0.054 0.102 -0.36
H 3.99776 -1.58488 -1.40588 0.024 -0.028 -0.023 0.31


| no. | calculated total energy (hartree) |
| --- | --- |
| 1 | -5798.86931 |
| 2 | -4727.23888 |
| 3 | -5102.71194 |